No. 1
The following is a DFT calculation (ωB97M-V with the def2-TZVPD basis set) of 7 unconnected molecules or ions with the total composition H12IO6 at a distorted geometry.

```
! wB97M-V def2-TZVPD RIJCOSX def2/J DEFGRID3
* xyz -1 1
I 0.744 -0.769 0.023
O -1.281 -3.686 -0.640
H -0.672 -2.971 -1.071
H -1.081 -3.825 0.285
O 0.610 2.066 2.299
H 0.465 1.205 1.865
H 0.371 1.758 3.150
O 0.115 -0.430 3.509
H 1.029 -0.679 3.666
H 0.209 -0.894 2.703
O -0.315 -0.978 -3.312
H 0.133 -1.043 -2.453
H -1.216 -1.407 -3.246
O 1.512 2.246 -2.219
H 1.409 1.882 -3.092
H 1.268 1.438 -1.836
O -1.322 2.324 -0.106
H -1.030 1.360 -0.235
H -0.948 2.404 0.709
*
```

---

No. 2
The following is a DFT calculation (ωB97M-V with the def2-TZVPD basis set) of a molecular structure, H12KO6.

```
! wB97M-V def2-TZVPD RIJCOSX def2/J DEFGRID3
* xyz 1 1
K 10.393 6.669 -5.414
O 9.947 6.882 -2.475
H 9.290 7.384 -2.977
H 9.979 7.319 -1.615
O 11.327 9.241 -4.497
H 11.451 9.382 -3.549
H 10.538 9.745 -4.727
O 11.465 7.509 -7.673
H 10.598 7.667 -8.066
H 12.083 7.980 -8.246
O 8.070 8.226 -4.396
H 7.793 9.084 -4.744
H 7.253 7.825 -4.064
O 12.940 6.060 -4.370
H 13.224 5.958 -5.287
H 13.286 5.283 -3.912
O 8.931 4.505 -6.472
H 8.229 4.450 -7.133
H 8.524 4.213 -5.644
*
```

---

No. 3
The following is a DFT calculation (ωB97M-V with the def2-TZVPD basis set) of a molecular structure, H12LiO6 at a distorted geometry.

```
! wB97M-V def2-TZVPD RIJCOSX def2/J DEFGRID3
* xyz 1 1
Li -0.589 -0.096 -0.275
O -2.106 -1.362 0.483
H -2.873 -1.243 -0.045
H -1.955 -2.313 0.599
O -1.097 -0.557 -2.395
H -1.881 -0.399 -2.884
H -0.449 -0.579 -3.086
O 0.278 1.645 -0.700
H -0.157 2.424 -1.080
H 1.004 1.427 -1.346
O 2.326 1.093 1.301
H 2.980 1.807 1.121
H 1.435 1.487 1.220
O 1.104 -1.235 -0.057
H 1.374 -1.369 0.836
H 1.434 -2.004 -0.544
O -0.311 0.569 1.910
H 0.197 -0.184 2.172
H -0.719 0.884 2.766
*
```

---

No. 4
The following is a DFT calculation (ωB97M-V with the def2-TZVPD basis set) of a molecular structure, H12MgO6 at a distorted geometry.

```
! wB97M-V def2-TZVPD RIJCOSX def2/J DEFGRID3
* xyz 2 1
Mg 0.051 -0.046 0.017
O 0.128 0.614 -1.892
H -0.557 0.298 -2.504
H 0.669 1.214 -2.427
O 2.015 0.243 -0.010
H 2.850 -0.164 0.270
H 2.280 1.086 -0.408
O 0.157 -1.847 -0.597
H -0.464 -2.582 -0.460
H 1.019 -2.261 -0.778
O 0.019 -0.615 1.918
H -0.500 -0.394 2.707
H 0.486 -1.434 2.153
O -1.959 -0.353 -0.184
H -2.506 -0.210 -0.973
H -2.592 -0.349 0.552
O -0.346 1.893 0.745
H -0.672 2.212 1.600
H -0.078 2.695 0.271
*
```

---

No. 5
The following is a DFT calculation (ωB97M-V with the def2-TZVPD basis set) of 4 unconnected molecules or ions with the total composition H12N4 at a distorted geometry.

Properties
SMILES string = N.N.N.N

```
! wB97M-V def2-TZVPD RIJCOSX def2/J DEFGRID3
* xyz 0 1
N 1.716 3.091 1.176
H 1.083 3.771 1.547
H 2.404 2.698 1.797
H 1.338 2.306 0.669
N 0.269 2.640 -2.140
H 0.457 3.368 -1.474
H -0.189 2.905 -2.990
H 1.039 2.000 -2.206
N -0.101 -1.278 0.661
H 0.761 -1.564 0.218
H -0.772 -0.938 -0.016
H -0.541 -2.135 0.984
N -1.812 -4.269 0.365
H -1.500 -4.743 -0.466
H -2.778 -3.987 0.312
H -1.691 -4.798 1.215
*
```

---

No. 6
The following is a DFT calculation (ωB97M-V with the def2-TZVPD basis set) of 5 unconnected molecules or ions with the total composition H12NO4 at a distorted geometry.

```
! wB97M-V def2-TZVPD RIJCOSX def2/J DEFGRID3
* xyz 1 1
N -0.501 -1.110 0.524
H -1.303 -0.526 0.286
H -0.802 -2.068 0.736
H -0.181 -0.755 1.464
H 0.239 -0.787 -0.083
H -1.092 -4.486 1.337
H 0.329 -4.617 0.961
O -0.345 -3.943 1.027
H 0.150 2.671 -1.103
H -0.683 1.448 -1.714
O -0.455 1.942 -0.862
H 0.579 0.732 3.372
H -0.706 1.161 2.825
O -0.178 0.334 2.980
H 2.217 2.639 -3.867
H 1.359 4.181 -4.073
O 1.374 3.185 -3.811
*
```

---

Number 1: E -20583.33625 eV, Kohn-Sham gap 8.410 eV, HOMO level -0.1990 hartree. Number 2: E -28801.21871 eV, Kohn-Sham gap 11.410 eV, HOMO level -0.5418 hartree. Number 3: E -12681.62665 eV, Kohn-Sham gap 10.791 eV, HOMO level -0.5176 hartree. Number 4: E -17913.59511 eV, Kohn-Sham gap 13.290 eV, HOMO level -0.7492 hartree. Number 5: E -6155.14206 eV, Kohn-Sham gap 10.397 eV, HOMO level -0.3469 hartree. Number 6: E -9868.50111 eV, Kohn-Sham gap 10.791 eV, HOMO level -0.5137 hartree.